No. 1
{"formula": "C12H15Cl2I2N2O2RbSe2", "method": "wB97M-V/def2-TZVPD", "species": ["Rb", "C", "Se", "C", "C", "Se", "C", "H", "H", "H", "H", "H", "H", "H", "H", "H", "H", "N", "C", "C", "C", "C", "C", "N", "C", "H", "H", "H", "H", "I", "I", "Cl", "C", "Cl", "C", "O", "O", "H"], "positions_angstrom": [[-0.409, -1.039, 0.430], [-1.137, 2.158, 4.426], [-2.083, 1.142, 3.069], [-2.707, 2.671, 2.028], [-1.625, 3.519, 1.383], [-0.535, 2.612, 0.038], [0.982, 2.105, 1.145], [-1.823, 2.858, 4.896], [-0.288, 2.687, 4.000], [-0.786, 1.442, 5.164], [-3.307, 3.286, 2.701], [-3.371, 2.258, 1.272], [-0.942, 3.941, 2.118], [-2.089, 4.352, 0.855], [1.478, 2.994, 1.525], [1.664, 1.573, 0.483], [0.672, 1.470, 1.972], [-0.121, 0.839, -6.482], [0.394, 0.431, -5.540], [1.039, -0.079, -4.358], [2.016, -1.068, -4.438], [2.595, -1.522, -3.269], [2.183, -0.973, -2.067], [1.248, -0.024, -1.978], [0.688, 0.409, -3.103], [2.301, -1.470, -5.401], [3.346, -2.299, -3.279], [2.607, -1.326, -1.133], [-0.072, 1.176, -3.012], [-1.090, -2.940, 3.592], [-1.363, -1.656, 5.929], [-0.925, -3.337, -1.868], [0.031, -4.537, -0.932], [1.582, -4.815, -1.709], [0.147, -3.961, 0.515], [-0.848, -4.224, 1.234], [1.109, -3.211, 0.742], [-0.562, -5.442, -0.948]], "forces_ev_per_a": [[-0.2, 0.5, 0.2], [0.0, 0.0, 0.0], [0.0, 0.0, -0.1], [0.1, 0.0, 0.1], [0.0, -0.1, -0.1], [0.0, -0.1, 0.0], [0.0, 0.1, 0.0], [0.0, 0.0, 0.0], [0.0, 0.0, 0.0], [0.0, 0.0, 0.0], [0.0, 0.0, 0.0], [0.0, 0.0, 0.0], [0.0, 0.0, 0.0], [0.0, 0.1, 0.0], [0.0, 0.0, 0.0], [0.0, 0.0, 0.0], [0.0, 0.0, 0.0], [0.0, 0.0, 0.1], [0.0, 0.0, 0.0], [0.0, 0.0, 0.0], [0.0, 0.0, -0.1], [0.1, -0.1, -0.1], [-0.1, 0.0, 0.0], [0.0, -0.1, 0.1], [0.0, 0.0, 0.0], [0.0, 0.0, 0.0], [0.0, 0.0, 0.0], [0.0, 0.0, 0.0], [0.0, 0.0, 0.0], [0.1, -0.3, -0.4], [0.0, 0.1, 0.1], [0.0, 0.1, -0.2], [-0.1, 0.0, 0.3], [0.0, -0.1, 0.0], [0.0, 0.1, 0.0], [0.2, 0.2, -0.1], [0.0, -0.2, 0.0], [0.1, -0.1, 0.0]], "lowdin_charge": [0.701, -0.396, 0.821, -0.567, -0.562, 0.875, -0.433, 0.031, 0.014, -0.025, 0.066, 0.057, 0.057, 0.059, 0.030, 0.004, -0.016, 0.168, -0.173, -0.200, 0.003, -0.044, -0.139, 0.022, -0.092, 0.128, 0.112, 0.116, 0.115, 0.325, 0.041, 0.558, -0.973, 0.623, -0.926, -0.243, -0.200, 0.063], "e_lumo_ha": -0.022, "largest_force_ev_per_a": 0.6, "multiplicity": 1, "mol_weight_g_mol": 787.37, "homo_energy_ev": -8.74, "e_above_lowest_kj_mol": 0.0, "total_energy_ev": -192358.2584, "total_charge": 0, "orbital_gap_ev": 8.13}


No. 2
{"formula": "C12H15ClCuN3", "method": "wB97M-V/def2-TZVPD", "species": ["Cu", "Cl", "N", "C", "C", "C", "C", "H", "H", "H", "H", "H", "N", "C", "C", "C", "C", "H", "H", "H", "H", "H", "N", "C", "C", "C", "C", "H", "H", "H", "H", "H"], "positions_angstrom": [[-13.900, 0.733, 0.346], [-15.338, 1.916, -1.097], [-12.831, 3.448, -3.328], [-12.995, 3.976, -4.584], [-11.929, 4.781, -4.871], [-11.116, 4.820, -3.702], [-11.690, 3.982, -2.786], [-13.455, 2.864, -2.802], [-13.853, 3.676, -5.165], [-11.863, 5.340, -5.789], [-10.235, 5.396, -3.477], [-11.384, 3.784, -1.772], [-18.257, -1.345, -1.965], [-17.552, -0.623, -2.892], [-18.308, -0.521, -4.024], [-19.508, -1.255, -3.783], [-19.461, -1.717, -2.499], [-17.888, -1.616, -1.074], [-16.584, -0.220, -2.644], [-18.063, 0.041, -4.909], [-20.260, -1.401, -4.540], [-20.153, -2.338, -1.958], [-16.308, 4.955, -2.183], [-17.646, 4.765, -2.168], [-18.279, 5.913, -2.713], [-17.303, 6.857, -2.902], [-16.070, 6.230, -2.589], [-15.633, 4.389, -1.675], [-18.033, 3.857, -1.728], [-19.337, 6.042, -2.870], [-17.506, 7.864, -3.224], [-15.047, 6.575, -2.620]], "forces_ev_per_a": [[-0.9, 0.8, -0.9], [1.0, -0.5, 0.9], [0.5, 0.6, 0.3], [-0.4, -0.7, 0.1], [-0.5, 0.4, 0.2], [0.0, -0.1, 0.2], [0.0, 0.2, 0.1], [-0.3, -0.2, -0.2], [0.1, 0.1, -0.2], [0.3, 0.0, 0.0], [0.1, 0.0, -0.4], [0.0, -0.2, 0.0], [0.1, 0.2, -0.2], [0.3, 0.2, 0.2], [-0.2, -0.2, 0.2], [0.2, 0.5, -0.5], [0.0, -0.5, -0.1], [-0.2, 0.0, 0.1], [0.0, 0.0, 0.0], [0.1, -0.1, -0.1], [-0.3, -0.1, 0.3], [0.0, 0.0, 0.1], [-0.3, 0.8, 0.4], [0.3, -0.8, 0.1], [0.0, 0.4, 0.3], [-0.7, -0.3, -0.2], [0.6, -0.2, 0.1], [0.0, -0.4, -0.3], [-0.2, 0.0, -0.2], [0.0, -0.1, 0.0], [0.4, 0.1, -0.1], [-0.1, 0.2, -0.1]], "mulliken_spin": [0.000, 0.000, -0.001, 0.001, 0.000, 0.000, 0.001, 0.000, 0.000, 0.000, 0.000, 0.000, 0.000, 0.000, 0.000, 0.000, 0.000, 0.000, 0.000, 0.000, 0.000, 0.000, -0.069, 0.380, 0.131, 0.123, 0.379, 0.002, 0.027, 0.002, 0.002, 0.021], "e_lumo_ha": [-0.172, -0.257], "largest_force_ev_per_a": 1.5, "multiplicity": 2, "mol_weight_g_mol": 300.27, "homo_energy_ev": [-10.21, -10.21], "e_above_lowest_kj_mol": 39.3, "total_energy_ev": -74311.0522, "total_charge": 1, "orbital_gap_ev": [5.54, 3.23]}


No. 3
{"formula": "C12H15CoN2OS4Si", "method": "wB97M-V/def2-TZVPD", "species": ["Co", "O", "C", "S", "C", "C", "S", "S", "S", "C", "C", "C", "C", "C", "C", "N", "N", "Si", "C", "C", "C", "H", "H", "H", "H", "H", "H", "H", "H", "H", "H", "H", "H", "H", "H", "H"], "positions_angstrom": [[-0.013, -0.531, 0.004], [-3.489, -5.013, -3.451], [-2.929, -4.208, -2.742], [-1.719, -4.625, -1.528], [-1.399, -3.000, -0.949], [-2.079, -2.008, -1.547], [-1.988, -0.288, -1.138], [-3.189, -2.466, -2.826], [-0.246, -2.815, 0.373], [-0.389, 0.146, 3.699], [0.932, 0.351, 3.015], [2.096, 0.587, 3.723], [3.282, 0.737, 2.999], [3.295, 0.650, 1.629], [2.072, 0.439, 0.945], [0.926, 0.316, 1.681], [1.862, 0.245, -0.367], [2.813, 0.761, -1.695], [3.127, 2.602, -1.612], [1.860, 0.342, -3.230], [4.479, -0.089, -1.791], [-0.293, -0.568, 4.519], [-1.130, -0.229, 2.996], [-0.750, 1.088, 4.118], [2.079, 0.627, 4.804], [4.215, 0.900, 3.529], [4.218, 0.712, 1.070], [2.184, 3.154, -1.604], [3.720, 2.945, -2.465], [3.672, 2.861, -0.699], [0.850, 0.758, -3.171], [1.757, -0.742, -3.337], [2.346, 0.729, -4.130], [5.151, 0.230, -0.990], [4.958, 0.165, -2.743], [4.381, -1.176, -1.738]], "forces_ev_per_a": [[0.1, -0.1, -0.1], [0.0, 0.0, 0.1], [0.0, 0.0, -0.1], [0.0, -0.1, 0.0], [0.2, 0.0, 0.3], [0.0, 0.5, 0.1], [0.0, -0.3, -0.1], [-0.1, 0.0, 0.0], [-0.2, 0.0, -0.4], [0.0, 0.0, 0.1], [-0.1, 0.1, -0.1], [0.1, 0.0, 0.0], [0.0, 0.0, 0.1], [0.0, 0.2, -0.1], [0.1, -0.1, 0.0], [0.0, -0.2, 0.1], [-0.2, 0.2, 0.3], [-0.1, -0.3, 0.1], [0.0, 0.2, 0.0], [-0.2, 0.0, -0.2], [0.2, 0.0, 0.0], [0.0, 0.0, 0.0], [0.0, 0.0, 0.0], [0.0, 0.0, 0.0], [0.0, 0.0, 0.0], [0.0, 0.0, 0.0], [0.0, 0.0, 0.0], [0.0, 0.0, 0.0], [0.0, 0.0, 0.0], [0.0, 0.0, 0.0], [0.0, 0.0, 0.0], [0.0, 0.0, 0.0], [0.0, 0.0, 0.0], [0.0, 0.0, 0.0], [0.0, 0.0, 0.0], [0.0, 0.0, 0.0]], "mulliken_spin": [2.723, 0.000, 0.001, -0.001, -0.012, 0.000, 0.087, 0.000, 0.106, 0.001, 0.010, 0.004, 0.003, 0.009, -0.030, 0.028, 0.061, 0.006, 0.001, 0.001, 0.002, 0.000, 0.000, 0.000, 0.000, 0.000, 0.000, 0.000, 0.000, 0.000, 0.000, 0.001, 0.000, 0.000, 0.000, -0.001], "e_lumo_ha": [0.104, 0.104], "largest_force_ev_per_a": 0.5, "multiplicity": 4, "mol_weight_g_mol": 418.55, "homo_energy_ev": [-3.85, -4.02], "total_energy_ev": -106566.7867, "total_charge": -1, "orbital_gap_ev": [6.69, 6.85]}


No. 4
{"formula": "C12H15F3", "method": "wB97M-V/def2-TZVPD", "species": ["C", "C", "C", "C", "C", "C", "C", "C", "C", "C", "C", "C", "F", "F", "F", "H", "H", "H", "H", "H", "H", "H", "H", "H", "H", "H", "H", "H", "H", "H"], "positions_angstrom": [[0.614, -1.991, -3.114], [-0.658, -2.137, -2.567], [1.593, -1.194, -2.486], [-0.969, -1.475, -1.458], [1.271, -0.532, -1.372], [0.003, -0.692, -0.720], [0.215, 1.559, 2.264], [1.341, -0.621, 2.046], [-1.592, -0.244, 1.281], [0.711, 0.570, 1.278], [-0.351, -0.139, 0.514], [-0.889, 2.376, -0.617], [-1.760, 2.317, -1.611], [0.276, 2.978, -1.080], [-1.382, 3.204, 0.294], [0.665, -2.284, -4.149], [-1.254, -2.722, -3.149], [2.443, -0.863, -2.980], [-1.919, -1.774, -1.046], [1.697, 0.394, -1.030], [-0.546, 1.241, 3.109], [-0.417, 2.332, 1.947], [1.086, 1.958, 2.763], [2.027, -0.176, 2.749], [0.428, -1.020, 2.520], [1.735, -1.204, 1.239], [-2.290, 0.561, 1.156], [-1.313, -0.293, 2.444], [-2.153, -1.203, 1.096], [1.392, 1.072, 0.678]], "forces_ev_per_a": [[0.4, 0.6, -0.2], [3.3, 0.8, -1.0], [-1.7, -0.7, -1.4], [-0.1, 0.0, 3.0], [-2.2, 1.6, 2.6], [-1.7, -1.9, -1.9], [-1.3, -0.1, 3.2], [-1.1, 1.6, -0.5], [-0.8, -2.8, 2.4], [-1.4, -1.6, 1.5], [0.5, 2.9, -0.8], [1.2, 0.7, -0.5], [0.1, -0.3, -0.2], [-1.0, -1.0, 0.3], [-0.4, 0.1, 0.3], [0.8, -0.5, -0.1], [-2.3, -1.4, -1.0], [1.6, 0.0, -1.1], [-0.4, 0.7, 0.5], [1.4, -0.3, -0.1], [2.0, -0.3, -1.2], [-0.1, 1.3, -1.3], [0.1, 0.4, 0.3], [0.5, -0.6, 0.4], [1.1, -0.7, 0.3], [0.7, -1.0, 0.4], [-0.2, 0.5, -0.1], [-0.9, 0.1, -2.6], [0.5, 0.9, 0.0], [1.4, 0.7, -1.2]], "lowdin_charge": [-0.052, -0.101, -0.068, -0.016, -0.035, -0.166, -0.092, -0.010, -0.053, -0.427, -0.232, -0.386, 0.121, 0.057, 0.094, 0.100, 0.079, 0.088, 0.106, 0.109, 0.122, 0.039, 0.086, 0.083, 0.086, 0.075, 0.084, 0.114, 0.098, 0.099], "e_lumo_ha": [-0.036, -0.024], "largest_force_ev_per_a": 3.8, "multiplicity": 1, "mol_weight_g_mol": 216.25, "homo_energy_ev": [-6.96, -9.19], "e_above_lowest_kj_mol": 377.0, "total_energy_ev": -20834.9811, "total_charge": 0, "orbital_gap_ev": [5.97, 8.55]}


No. 5
{"formula": "C12H15GaN2OSSbSe4", "method": "wB97M-V/def2-TZVPD", "species": ["Ga", "C", "C", "N", "C", "C", "C", "S", "N", "C", "O", "C", "C", "C", "C", "C", "C", "H", "H", "H", "H", "H", "H", "H", "H", "H", "H", "H", "H", "H", "H", "H", "Se", "Sb", "Se", "Se", "Se"], "positions_angstrom": [[-2.027, -1.663, -0.899], [-2.034, 4.092, -0.601], [-2.166, 2.637, -0.121], [-0.843, 1.915, -0.150], [0.162, 2.282, 0.862], [0.034, 1.640, 2.175], [-0.642, 0.805, -0.981], [-1.842, 0.344, -2.196], [0.516, 0.175, -0.774], [0.754, -1.065, -0.945], [-0.108, -1.968, -1.287], [2.139, -1.629, -0.846], [2.318, -2.975, -0.666], [3.507, -3.636, -0.414], [4.646, -2.899, -0.250], [4.568, -1.521, -0.460], [3.363, -0.886, -0.744], [-2.988, 4.619, -0.363], [-1.702, 4.150, -1.657], [-1.258, 4.590, -0.023], [-2.860, 2.000, -0.663], [-2.523, 2.575, 0.923], [0.195, 3.385, 0.959], [1.153, 2.138, 0.443], [-0.914, 1.876, 2.757], [0.805, 2.042, 2.796], [0.206, 0.577, 1.987], [1.464, -3.671, -0.919], [3.388, -4.659, -0.200], [5.592, -3.304, -0.030], [5.470, -0.932, -0.509], [3.508, 0.117, -0.926], [-4.645, -4.048, 2.482], [-4.602, -2.228, 0.928], [-2.529, -0.832, 1.297], [-3.710, -3.226, -1.394], [-6.391, -0.815, 0.409]], "forces_ev_per_a": [[-0.1, 0.0, -0.2], [-0.3, -0.4, 0.2], [1.0, -0.5, 0.6], [-0.5, -1.5, -1.6], [0.2, 2.1, -1.6], [-1.2, -0.6, 1.2], [-0.9, 2.1, 1.4], [0.7, 0.3, 0.5], [0.5, 1.6, 0.7], [-0.1, -2.4, -1.8], [-0.5, 0.2, 0.9], [2.0, 1.4, 0.9], [-2.2, -2.2, -1.4], [-0.5, 1.1, 0.6], [-0.2, 1.0, -0.4], [-0.6, -0.2, -0.5], [-0.4, -2.3, 0.3], [0.6, -0.3, -0.7], [-0.6, 0.0, 0.5], [0.0, 0.1, 0.1], [0.0, 0.4, -0.3], [0.3, 0.3, -0.3], [-0.7, -0.3, 0.0], [0.0, -0.7, -0.1], [0.9, -0.6, -1.1], [0.8, 0.0, 0.5], [-0.4, -0.1, 0.7], [0.7, 1.1, 0.8], [0.5, -1.2, -0.1], [0.9, -0.7, 0.3], [0.1, 0.1, 0.3], [-0.7, 2.3, -0.4], [-0.1, 0.1, 0.0], [0.2, -1.1, -0.2], [0.6, 0.0, -0.2], [0.5, 0.5, 0.4], [-0.7, 0.5, -0.1]], "lowdin_charge": [-0.355, -0.075, -0.226, -0.085, -0.258, -0.109, -0.683, 0.695, 0.125, -0.425, -0.124, -0.097, -0.038, -0.079, -0.085, -0.087, -0.006, 0.086, 0.082, 0.047, 0.058, 0.113, 0.113, 0.111, 0.101, 0.064, 0.061, 0.144, 0.093, 0.086, 0.096, 0.077, -0.226, -0.255, 0.150, 0.113, -0.203], "e_lumo_ha": 0.063, "largest_force_ev_per_a": 3.4, "multiplicity": 1, "mol_weight_g_mol": 742.65, "homo_energy_ev": -4.43, "total_energy_ev": -348855.2740, "total_charge": -1, "orbital_gap_ev": 6.13}


No. 6
{"formula": "C12H15N2O3", "method": "wB97M-V/def2-TZVPD", "species": ["C", "C", "C", "O", "C", "C", "C", "C", "C", "C", "C", "H", "N", "C", "H", "H", "H", "H", "H", "H", "H", "H", "H", "H", "H", "H", "C", "H", "H", "N", "O", "O"], "positions_angstrom": [[-0.927, -0.667, 0.168], [-0.839, 0.225, 1.336], [0.378, 0.850, 1.909], [0.974, 0.300, 2.842], [-2.313, -1.320, 0.133], [0.215, -1.694, 0.211], [-0.005, -3.037, 0.545], [1.046, -3.955, 0.566], [2.348, -3.541, 0.292], [2.590, -2.200, -0.007], [1.539, -1.287, -0.027], [-1.692, 0.238, 2.017], [0.777, 2.022, 1.384], [1.857, 2.792, 1.957], [-3.092, -0.550, 0.089], [-2.421, -1.980, -0.739], [-2.496, -1.914, 1.038], [-0.993, -3.377, 0.852], [0.846, -4.993, 0.835], [3.170, -4.259, 0.311], [3.605, -1.856, -0.213], [1.768, -0.239, -0.225], [0.202, 2.432, 0.655], [1.931, 3.745, 1.422], [1.685, 2.993, 3.025], [2.808, 2.252, 1.856], [-0.746, 0.197, -1.390], [0.222, 0.700, -1.392], [-0.819, -0.558, -2.176], [-1.786, 1.203, -1.606], [-2.731, 0.921, -2.314], [-1.672, 2.271, -1.022]], "forces_ev_per_a": [[0.0, 0.6, -1.8], [-0.5, 0.3, 0.4], [0.7, -0.7, 0.7], [-0.5, 0.5, -0.7], [-0.1, 0.0, -0.3], [0.4, 0.0, -0.2], [0.0, 0.1, 0.1], [0.1, 0.2, 0.2], [-0.1, 0.0, -0.2], [-0.1, 0.0, 0.1], [-0.1, -0.1, -0.1], [0.2, 0.0, -0.2], [-0.4, 0.3, -0.5], [0.4, 0.1, 0.1], [0.2, -0.1, 0.0], [0.0, 0.2, 0.2], [0.1, 0.2, -0.2], [0.2, 0.1, -0.3], [0.1, 0.3, -0.1], [-0.2, 0.2, 0.0], [-0.3, -0.1, 0.1], [-0.1, -0.3, 0.0], [0.1, -0.1, 0.2], [0.0, -0.2, 0.1], [0.0, -0.1, -0.3], [-0.2, 0.2, 0.1], [0.5, -1.6, 1.9], [-0.3, -0.1, 0.0], [0.0, 0.2, 0.2], [-0.5, 0.2, 0.3], [0.1, -0.2, 0.0], [0.3, -0.1, 0.1]], "mulliken_spin": [0.092, 0.671, 0.003, 0.049, 0.054, 0.078, 0.001, 0.001, 0.008, -0.004, -0.011, -0.033, 0.013, 0.002, -0.018, 0.002, -0.015, 0.000, 0.000, 0.001, 0.000, 0.002, 0.006, -0.001, 0.001, 0.000, 0.063, -0.001, 0.000, 0.012, 0.030, -0.006], "e_lumo_ha": [-0.001, -0.028], "largest_force_ev_per_a": 2.6, "multiplicity": 2, "mol_weight_g_mol": 235.26, "homo_energy_ev": [-8.49, -9.44], "e_above_lowest_kj_mol": 42.1, "total_energy_ev": -21805.7879, "total_charge": 0, "orbital_gap_ev": [8.47, 8.68]}